No. 1
Molecular formula: C20H21Cl3FGeNO4Ti
Method: DFT, ωB97M-V/def2-TZVPD

Geometry as ORCA input:
```
! wB97M-V def2-TZVPD RIJCOSX def2/J DEFGRID3
* xyz -1 2
Ti -1.98 -1.36 -0.10
O -4.98 -2.59 2.26
C -3.97 -2.43 1.62
O -3.79 -1.58 0.64
C -2.67 -3.24 1.88
O -2.55 -4.06 2.76
O -1.72 -2.90 1.03
C 0.39 -1.52 2.76
C 1.71 -1.07 2.14
C 2.16 0.26 2.76
C 1.84 -1.00 0.61
C 3.03 -1.51 0.11
C 3.38 -1.39 -1.22
C 2.54 -0.69 -2.06
C 1.34 -0.14 -1.62
C 0.62 0.68 -2.69
C -0.82 1.15 -2.50
C 1.46 1.93 -3.02
C 0.95 -0.38 -0.29
N -0.38 -0.03 0.15
C -0.54 1.27 0.56
C 0.43 2.28 0.59
C 0.11 3.57 0.97
C -1.19 3.92 1.33
C -2.18 2.95 1.28
C -1.82 1.69 0.90
F -2.77 0.71 0.77
H 0.55 -1.66 3.83
H 0.04 -2.46 2.34
H -0.40 -0.78 2.65
H 2.45 -1.81 2.43
H 1.41 1.04 2.62
H 3.10 0.61 2.33
H 2.31 0.13 3.84
H 3.71 -2.02 0.79
H 4.29 -1.83 -1.60
H 2.81 -0.56 -3.10
H 0.63 0.05 -3.59
H -0.89 1.99 -1.81
H -1.50 0.38 -2.15
H -1.21 1.49 -3.47
H 1.49 2.60 -2.15
H 1.02 2.47 -3.85
H 2.49 1.67 -3.28
H 1.45 2.04 0.31
H 0.89 4.33 0.99
H -1.43 4.93 1.63
H -3.22 3.16 1.52
Cl -2.75 -4.09 -4.11
Ge -1.76 -2.13 -3.72
Cl -3.45 -1.26 -2.34
Cl -0.65 -2.80 -1.74
*
```

Calculated values
ΔE to the lowest compared entry with this formula, charge and spin   19.36 kcal/mol
HOMO level (alpha / beta)   -5.49 / -5.55 eV
Gap between HOMO and LUMO (alpha / beta)   8.12 / 8.17 eV
E_tot   -150686.8755 eV

These are the Löwdin partial charges, in e, on atoms 1 to 4:
1. Ti 0.802
2. O 0.102
3. C -0.526
4. O -0.205

No. 2
Molecular formula: C20H21ClN3OSTl
Method: DFT, ωB97M-V/def2-TZVPD

Geometry as ORCA input:
```
! wB97M-V def2-TZVPD RIJCOSX def2/J DEFGRID3
* xyz 0 1
Tl 0.06 -0.84 0.21
O -0.34 2.19 -0.24
C -1.72 2.48 -0.41
C -2.62 1.72 0.54
C -3.99 1.98 0.57
C -4.77 1.31 1.49
C -4.17 0.42 2.37
C -2.81 0.22 2.26
N -2.05 0.85 1.36
H -0.13 2.24 0.70
H -1.96 2.23 -1.44
H -1.90 3.55 -0.28
H -4.42 2.69 -0.13
H -5.84 1.48 1.52
H -4.75 -0.12 3.11
H -2.29 -0.48 2.92
Cl 1.87 -6.69 2.14
C 1.60 -4.97 2.31
C 2.68 -4.10 2.36
C 2.46 -2.74 2.48
C 1.17 -2.18 2.54
C 0.95 -0.74 2.52
C 0.11 -3.11 2.50
C 0.31 -4.48 2.40
H 3.69 -4.50 2.32
H 3.32 -2.07 2.52
H 1.84 -0.15 2.78
H 0.08 -0.41 3.08
H -0.91 -2.74 2.60
H -0.53 -5.16 2.38
N 3.44 2.45 -0.12
C 2.88 1.46 -0.87
S 3.09 -0.13 -0.40
N 2.14 1.93 -1.90
C 1.32 1.30 -2.87
C 0.53 2.16 -3.63
C -0.31 1.67 -4.62
C -0.36 0.30 -4.87
C 0.43 -0.55 -4.12
C 1.28 -0.07 -3.12
H 4.08 2.15 0.58
H 3.56 3.38 -0.50
H 2.04 2.93 -1.91
H 0.56 3.23 -3.43
H -0.92 2.36 -5.19
H -1.01 -0.09 -5.64
H 0.41 -1.62 -4.30
H 1.90 -0.74 -2.56
*
```

Calculated values
ΔE to the lowest compared entry with this formula, charge and spin   2.89 kcal/mol
HOMO level   -6.07 eV
Gap between HOMO and LUMO   6.35 eV
E_tot   -55649.4860 eV

These are the Löwdin partial charges, in e, on atoms 1 to 4:
1. Tl 0.735
2. O -0.135
3. C -0.189
4. C -0.266

No. 3
Molecular formula: C20H21ClN5O2Se2W
Method: DFT, ωB97M-V/def2-TZVPD

Geometry as ORCA input:
```
! wB97M-V def2-TZVPD RIJCOSX def2/J DEFGRID3
* xyz 3 1
W -0.36 0.22 0.30
Cl -1.53 6.55 -2.79
C -1.56 5.10 -1.87
C -2.07 5.12 -0.56
C -2.07 3.97 0.20
C -1.55 2.78 -0.32
O -1.44 1.68 0.46
C -1.06 2.72 -1.67
C -0.60 1.52 -2.24
O -0.53 0.36 -1.55
C -1.08 3.92 -2.42
H -2.46 6.04 -0.15
H -2.46 3.97 1.20
H -0.32 1.45 -3.29
H -0.69 3.92 -3.42
Se 2.16 0.91 -0.16
N 1.31 0.04 1.35
C 0.81 1.09 2.14
C 0.24 0.91 3.41
C -0.23 2.03 4.07
C -0.13 3.31 3.51
C 0.43 3.52 2.27
C 0.92 2.41 1.56
N 1.38 2.44 0.29
H 0.25 -0.07 3.88
H -0.67 1.93 5.06
H -0.48 4.16 4.07
H 0.53 4.51 1.84
Se -3.90 -1.82 2.67
C -2.62 -1.33 1.73
N -1.64 -0.98 1.07
C -0.08 -4.45 -1.38
C -0.57 -3.13 -0.75
N 0.56 -2.18 -0.59
C 1.27 -2.11 -1.89
C 1.96 -3.45 -2.21
N 1.40 -4.48 -1.30
C 1.84 -4.21 0.09
C 1.48 -2.74 0.43
H -0.38 -4.52 -2.43
H -0.50 -5.31 -0.86
H -1.00 -3.31 0.23
H -1.33 -2.66 -1.38
H 2.03 -1.32 -1.85
H 0.53 -1.84 -2.65
H 3.04 -3.40 -2.06
H 1.77 -3.74 -3.25
H 1.73 -5.40 -1.58
H 2.92 -4.36 0.15
H 1.36 -4.92 0.76
H 2.39 -2.12 0.47
H 1.00 -2.69 1.41
*
```

Calculated values
ΔE to the lowest compared entry with this formula, charge and spin   72.54 kcal/mol
HOMO level (alpha / beta)   -16.16 / -16.24 eV
Gap between HOMO and LUMO (alpha / beta)   4.97 / 5.05 eV
E_tot   -177637.5361 eV

These are the Löwdin partial charges, in e, on atoms 1 to 4:
1. W 1.662
2. Cl 0.804
3. C -0.626
4. C 0.013

No. 4
Molecular formula: C20H21EuO3
Method: DFT, ωB97M-V/def2-TZVPD

Geometry as ORCA input:
```
! wB97M-V def2-TZVPD RIJCOSX def2/J DEFGRID3
* xyz -1 8
C -0.85 3.16 0.91
C 0.50 3.02 1.38
C 1.32 2.65 0.26
H 0.82 3.14 2.41
C 0.47 2.57 -0.90
C -0.86 2.89 -0.49
H -1.72 2.97 -1.14
H -1.70 3.45 1.53
H 2.39 2.50 0.26
H 0.81 2.37 -1.92
C -1.92 -1.74 2.03
C -2.30 -0.48 2.59
C -3.09 0.22 1.62
H -1.99 -0.08 3.55
C -3.22 -0.62 0.48
C -2.50 -1.83 0.73
H -2.43 -2.69 0.07
H -1.28 -2.46 2.52
H -3.52 1.21 1.75
H -3.82 -0.41 -0.40
Eu -0.32 0.41 0.99
O 0.91 -0.94 -0.18
C 2.19 -0.98 -0.79
C 2.35 -0.90 -2.28
H 2.70 -0.06 -0.46
H 2.75 -1.88 -0.47
H 2.63 0.09 -2.66
H 2.95 -0.95 -4.94
C 2.58 -1.90 -4.55
C 2.21 -1.97 -3.16
C 1.79 -3.27 -2.67
H 1.53 -3.37 -1.62
C 1.81 -4.39 -3.49
H 1.52 -5.36 -3.09
C 2.20 -4.29 -4.84
H 2.26 -5.19 -5.46
C 2.57 -3.03 -5.35
H 2.88 -2.97 -6.40
C -1.72 3.55 5.23
C -1.91 2.32 4.39
O -3.00 1.72 4.55
O -0.95 1.94 3.61
H -1.46 3.26 6.26
H -2.66 4.10 5.29
H -0.94 4.20 4.85
*
```

Calculated values
ΔE to the lowest compared entry with this formula, charge and spin   0.00 kcal/mol
HOMO level (alpha / beta)   -4.68 / -4.71 eV
Gap between HOMO and LUMO (alpha / beta)   6.29 / 6.16 eV
E_tot   -46551.9728 eV

These are the Löwdin partial charges, in e, on atoms 1 to 4:
1. C -0.235
2. C -0.260
3. C -0.235
4. H 0.081

No. 5
Molecular formula: C20H21F3INOS2
Method: DFT, ωB97M-V/def2-TZVPD

Geometry as ORCA input:
```
! wB97M-V def2-TZVPD RIJCOSX def2/J DEFGRID3
* xyz 0 1
C -4.62 -2.36 2.08
C -3.84 -0.72 1.92
C -4.61 0.43 2.40
C -2.37 -0.79 2.08
C -1.59 0.34 2.52
I -2.22 2.05 3.69
C -0.19 0.36 2.52
C 0.53 -0.82 2.34
C -0.18 -1.96 1.98
C -1.58 -1.98 1.95
O -4.47 -1.41 0.89
S -0.18 0.91 -0.23
C -1.51 1.81 -1.30
F -0.98 2.87 -1.95
F -2.16 1.04 -2.20
F -2.42 2.30 -0.40
H -4.48 -2.24 3.18
H -5.68 -2.52 1.99
H -3.99 -3.19 1.74
H -4.70 0.38 3.48
H -4.05 1.32 2.11
H -5.60 0.49 1.96
H 0.37 1.30 2.66
H 1.61 -0.81 2.42
H 0.39 -2.88 1.75
H -2.08 -2.95 1.86
C 3.05 -2.95 0.14
S 3.92 -1.79 -0.90
C 3.10 -2.12 -2.45
C 0.99 0.14 -1.01
C 1.89 1.01 -1.76
C 1.45 1.53 -3.01
C 1.96 2.75 -3.45
C 2.90 3.46 -2.69
C 3.40 4.69 -3.23
N 3.79 5.67 -3.75
C 3.33 2.96 -1.46
C 2.82 1.75 -0.99
H 2.84 -2.50 1.12
H 2.11 -3.30 -0.31
H 3.72 -3.79 0.28
H 3.89 -2.20 -3.18
H 2.57 -3.08 -2.40
H 2.43 -1.33 -2.75
H 1.15 -0.93 -0.90
H 0.67 1.00 -3.55
H 1.59 3.19 -4.39
H 4.01 3.53 -0.83
H 3.03 1.37 0.01
*
```

Calculated values
ΔE to the lowest compared entry with this formula, charge and spin   0.00 kcal/mol
HOMO level   -5.86 eV
Gap between HOMO and LUMO   3.35 eV
E_tot   -62532.8616 eV

These are the Löwdin partial charges, in e, on atoms 1 to 4:
1. C -0.020
2. C -0.314
3. C -0.075
4. C -0.169

No. 6
Molecular formula: C20H21FIrN7O4S
Method: DFT, ωB97M-V/def2-TZVPD

Geometry as ORCA input:
```
! wB97M-V def2-TZVPD RIJCOSX def2/J DEFGRID3
* xyz 3 6
Ir 0.41 -0.03 0.35
C -1.85 -3.90 -2.51
N -0.42 -3.61 -2.37
C 0.58 -4.22 -3.10
C 1.75 -3.69 -2.69
N 1.47 -2.76 -1.70
C 0.12 -2.72 -1.53
S -0.87 -1.77 -0.49
C 2.51 -2.02 -1.06
C 3.75 -2.61 -0.93
C 4.81 -1.84 -0.50
C 4.61 -0.49 -0.23
C 3.33 0.00 -0.33
N 2.27 -0.75 -0.71
H -1.96 -4.66 -3.28
H -2.37 -2.99 -2.80
H -2.24 -4.28 -1.57
H 0.37 -4.96 -3.85
H 2.75 -3.86 -3.05
H 3.88 -3.66 -1.16
H 5.79 -2.28 -0.39
H 5.42 0.16 0.07
H 3.10 1.04 -0.11
C -0.61 -2.16 5.35
C -0.07 -1.17 4.38
C 0.65 0.01 4.58
C 0.90 0.54 3.34
N 0.36 -0.26 2.38
N -0.22 -1.30 3.06
C 1.60 1.81 2.98
H -0.42 -1.82 6.36
H -0.13 -3.13 5.21
H -1.68 -2.28 5.22
H 0.95 0.41 5.54
H -0.69 -2.03 2.55
H 2.21 2.15 3.81
H 0.88 2.59 2.74
H 2.25 1.67 2.12
F -5.05 5.58 -0.47
C -4.30 4.78 -1.13
C -2.95 4.65 -0.78
N -2.18 3.82 -1.45
C -0.75 3.65 -1.14
C -0.44 2.28 -0.58
O 0.79 1.95 -0.51
O -1.33 1.50 -0.17
C -2.66 3.00 -2.57
O -1.88 2.28 -3.11
N -3.97 3.18 -2.88
C -4.90 4.01 -2.25
O -6.04 4.12 -2.58
H -2.54 5.23 0.04
H -0.46 4.41 -0.41
H -0.18 3.80 -2.05
H -4.31 2.65 -3.68
*
```

Calculated values
ΔE to the lowest compared entry with this formula, charge and spin   0.00 kcal/mol
HOMO level (alpha / beta)   -16.85 / -17.51 eV
Gap between HOMO and LUMO (alpha / beta)   8.39 / 5.95 eV
E_tot   -56065.6755 eV

These are the Löwdin partial charges, in e, on atoms 1 to 4:
1. Ir 1.336
2. C 0.017
3. N -0.095
4. C 0.031

No. 7
Molecular formula: C20H21FN6O2
Method: DFT, ωB97M-V/def2-TZVPD

Geometry as ORCA input:
```
! wB97M-V def2-TZVPD RIJCOSX def2/J DEFGRID3
* xyz 0 1
C 1.55 4.64 -0.48
C 1.36 3.35 -1.21
N 1.53 3.15 -2.49
N 1.36 1.81 -2.70
C 1.08 1.29 -4.01
C 1.03 1.12 -1.53
C 1.02 2.08 -0.59
C 0.69 1.79 0.81
C 1.58 2.13 1.87
N 1.37 1.65 3.12
C 0.32 0.85 3.28
N 0.35 0.35 4.56
C -0.60 0.53 2.22
N -0.41 1.06 1.01
O -1.51 -0.51 2.35
C -2.44 -0.88 1.28
C -3.06 0.24 0.44
C -2.02 -2.10 0.41
C -3.08 -2.93 0.04
C -2.89 -4.08 -0.72
F -3.99 -4.85 -0.97
C -1.62 -4.44 -1.11
C -0.52 -3.67 -0.75
C -0.69 -2.51 0.02
C 0.52 -1.88 0.56
O 0.95 -2.38 1.60
N 1.28 -0.99 -0.21
C 2.69 -0.75 0.15
C 0.74 -0.35 -1.45
H 0.82 4.72 0.33
H 2.55 4.71 -0.01
H 1.41 5.50 -1.12
H 1.80 0.53 -4.30
H 0.06 0.89 -4.14
H 1.16 2.13 -4.71
H 2.39 2.84 1.70
H 1.21 0.56 5.09
H -0.09 -0.56 4.70
H -3.29 -1.20 1.84
H -2.40 0.46 -0.43
H -4.04 -0.01 0.05
H -3.18 1.18 1.00
H -4.13 -2.67 0.27
H -1.47 -5.33 -1.70
H 0.48 -3.95 -1.02
H 3.22 -0.10 -0.57
H 3.19 -1.71 0.14
H 2.87 -0.36 1.16
H -0.33 -0.44 -1.49
H 1.15 -0.88 -2.31
*
```

Calculated values
ΔE to the lowest compared entry with this formula, charge and spin   0.00 kcal/mol
HOMO level   -7.78 eV
Gap between HOMO and LUMO   8.35 eV
Structure (SMILES)   Cc1nn(C)c2c1-c1cnc(N)c(n1)O[C@@H](C)c1cc(F)ccc1C(=O)N(C)C2
E_tot   -36833.0178 eV

These are the Löwdin partial charges, in e, on atoms 1 to 4:
1. C -0.030
2. C -0.268
3. N 0.123
4. N -0.150

No. 8
Molecular formula: C20H21IN2O7Os
Method: DFT, ωB97M-V/def2-TZVPD

Geometry as ORCA input:
```
! wB97M-V def2-TZVPD RIJCOSX def2/J DEFGRID3
* xyz 0 1
Os -0.19 -0.67 -0.03
O -3.00 -3.41 -1.27
C -2.42 -2.36 -1.27
O -1.79 -1.89 -0.20
C -2.51 -1.38 -2.44
C -2.74 0.05 -1.91
C -3.21 0.97 -3.03
C -1.93 1.13 -3.88
C -0.92 0.29 -3.10
O -1.36 0.53 -1.72
C -1.18 -1.21 -3.24
C -0.01 -2.02 -2.65
O 0.25 -3.10 -3.11
O 0.71 -1.40 -1.74
H -3.32 -1.71 -3.09
H -3.26 0.12 -0.97
H -3.55 1.93 -2.63
H -4.04 0.52 -3.57
H -1.61 2.17 -3.92
H -2.04 0.77 -4.90
H 0.11 0.58 -3.21
H -1.31 -1.51 -4.28
C 1.88 -0.98 0.50
C 2.34 -0.46 1.83
C 2.86 0.83 1.98
C 3.25 1.31 3.22
C 3.17 0.50 4.35
C 2.71 -0.80 4.21
C 2.30 -1.27 2.96
H 1.95 -2.07 0.46
H 2.46 -0.58 -0.32
H 2.98 1.47 1.11
H 3.65 2.32 3.31
H 3.48 0.87 5.32
H 2.67 -1.46 5.06
H 1.96 -2.29 2.86
C -1.36 -1.50 3.72
C -0.87 -1.14 2.36
O -0.17 -1.94 1.70
O -1.12 -0.02 1.80
H -1.59 -2.56 3.75
H -2.23 -0.91 3.98
H -0.56 -1.29 4.43
I 2.71 4.53 -1.80
C 1.58 3.14 -0.79
C 0.74 3.37 0.29
N 0.21 2.18 0.62
N 0.68 1.20 -0.16
C 1.51 1.77 -1.03
H 0.51 4.27 0.82
H -0.40 1.93 1.39
H 2.01 1.16 -1.77
*
```

Calculated values
ΔE to the lowest compared entry with this formula, charge and spin   6.01 kcal/mol
HOMO level   -8.57 eV
Gap between HOMO and LUMO   8.39 eV
E_tot   -48961.6126 eV

These are the Löwdin partial charges, in e, on atoms 1 to 4:
1. Os 1.645
2. O 0.121
3. C -0.544
4. O -0.179

No. 9
Molecular formula: C20H21N3O
Method: DFT, ωB97M-V/def2-TZVPD

Geometry as ORCA input:
```
! wB97M-V def2-TZVPD RIJCOSX def2/J DEFGRID3
* xyz 0 1
C -4.81 -2.95 0.76
C -4.03 -2.20 1.61
C -3.35 -0.95 1.19
C -3.45 -0.69 -0.15
C -4.17 -1.61 -1.21
C -4.92 -2.66 -0.60
H -5.48 -3.30 -1.22
H -4.22 -1.12 -2.22
C -2.86 0.56 -0.63
C -2.57 1.09 -1.76
N -1.91 2.46 -1.56
C -1.72 2.42 -0.41
O -2.14 1.13 0.28
C -0.72 3.41 0.42
N 0.62 2.86 0.39
C 1.22 2.52 -0.62
C 1.48 0.88 -0.91
N 2.19 0.42 0.19
C 3.16 -0.50 -0.15
C 2.84 -1.42 -1.06
C 3.66 -2.56 -1.46
C 4.61 -2.73 -0.33
C 4.91 -1.88 0.66
C 4.04 -0.85 0.98
H 4.28 -0.08 1.40
H 5.80 -2.17 1.29
H 5.38 -3.86 -0.64
H 3.58 -3.03 -2.26
H 1.99 -1.33 -1.76
C 2.20 1.13 1.44
C 0.81 1.94 1.46
H 0.68 2.27 2.38
H 0.05 1.09 1.46
H 2.27 0.32 2.16
H 2.91 1.87 1.46
H 0.50 0.77 -1.00
H 1.99 0.89 -2.09
H 2.28 3.03 -0.46
H 0.70 3.02 -1.55
H -1.25 3.65 1.48
H -0.67 4.16 -0.04
H -3.08 0.92 -2.49
H -3.08 -0.49 1.97
H -4.23 -2.62 2.68
H -5.49 -3.78 0.92
*
```

Calculated values
ΔE to the lowest compared entry with this formula, charge and spin   386.52 kcal/mol
HOMO level   -7.14 eV
Gap between HOMO and LUMO   7.54 eV
E_tot   -27583.4314 eV

These are the Löwdin partial charges, in e, on atoms 1 to 4:
1. C -0.130
2. C -0.048
3. C 0.011
4. C -0.084

No. 10
Molecular formula: C20H21N3O2PPd
Method: DFT, ωB97M-V/def2-TZVPD

Geometry as ORCA input:
```
! wB97M-V def2-TZVPD RIJCOSX def2/J DEFGRID3
* xyz 3 1
Pd 0.35 -0.33 0.57
N -0.64 1.19 -0.47
C 0.19 2.08 -1.35
C 1.38 2.63 -0.57
C 2.41 1.57 -0.36
O 3.51 1.50 -0.80
O 2.05 0.51 0.45
H -1.38 0.77 -1.03
H -1.11 1.78 0.22
H -0.45 2.89 -1.70
H 0.50 1.51 -2.23
H 1.03 2.99 0.41
H 1.83 3.46 -1.11
N -1.50 -1.99 2.37
P -0.28 -0.93 2.68
C 1.32 -1.56 2.38
C 1.54 -2.80 1.70
C 2.82 -3.26 1.54
C 3.89 -2.50 2.05
C 3.69 -1.30 2.75
C 2.43 -0.81 2.90
C -0.62 0.03 4.09
C -0.37 -0.62 5.31
C -0.69 0.04 6.48
C -1.21 1.33 6.43
C -1.43 1.97 5.22
C -1.14 1.33 4.03
C -1.85 -2.34 1.06
C -2.85 -3.24 0.75
C -3.09 -3.51 -0.59
C -2.32 -2.90 -1.57
C -1.35 -2.00 -1.18
N -1.12 -1.72 0.12
H -2.14 -2.23 3.12
H 0.71 -3.39 1.33
H 3.01 -4.20 1.04
H 4.91 -2.87 1.91
H 4.54 -0.76 3.15
H 2.25 0.13 3.41
H 0.07 -1.61 5.36
H -0.52 -0.44 7.44
H -1.45 1.85 7.36
H -1.83 2.98 5.20
H -1.32 1.82 3.09
H -3.42 -3.72 1.53
H -3.88 -4.20 -0.86
H -2.47 -3.10 -2.62
H -0.72 -1.50 -1.91
*
```

Calculated values
HOMO level (alpha / beta)   -18.79 / -18.79 eV
Gap between HOMO and LUMO (alpha / beta)   6.21 / 6.21 eV
E_tot   -42385.9143 eV

These are the Löwdin partial charges, in e, on atoms 1 to 4:
1. Pd 1.067
2. N -0.013
3. C -0.156
4. C -0.071

Among the records above, which one has the lowest E_tot?
C20H21ClN5O2Se2W